1.
{
  "formula": "C42H40BrCoF4N5O7P3",
  "method": "wB97M-V/def2-TZVPD",
  "charge": 2,
  "homo_lumo_gap_ev": [6.2, 6.0],
  "symbols": ["C", "H", "C", "F", "H", "H", "N", "C", "C", "O", "O", "H", "C", "C", "H", "C", "H", "F", "C", "H", "C", "H", "F", "C", "O", "H", "H", "P", "H", "C", "H", "C", "C", "H", "H", "C", "C", "H", "H", "C", "C", "C", "C", "O", "H", "H", "H", "H", "H", "H", "N", "C", "N", "C", "C", "C", "H", "F", "C", "C", "C", "O", "C", "H", "C", "H", "H", "N", "H", "C", "H", "Br", "C", "C", "C", "H", "N", "C", "C", "P", "C", "H", "P", "H", "O", "H", "C", "H", "C", "H", "O", "C", "H", "Co", "H", "H", "C", "H", "C", "C", "H", "C", "H"],
  "positions_angstrom": [[-4.704, 0.101, -2.739], [5.646, 5.658, -4.060], [-4.026, 0.018, -1.532], [-1.999, -6.357, 0.361], [0.522, -2.110, -1.867], [2.141, -2.875, 0.446], [0.407, -0.943, 7.324], [-2.718, -0.410, 3.969], [-2.365, -1.379, -2.580], [1.780, -3.821, 2.633], [0.359, 0.158, 7.821], [6.283, 1.521, -3.093], [-2.442, -0.220, 1.573], [-2.911, 1.094, 1.639], [4.805, -1.491, -1.648], [6.095, 3.583, -3.642], [-5.628, 0.660, -2.793], [-4.660, -1.678, 0.715], [2.807, -2.944, -0.410], [1.397, -1.189, -3.107], [4.041, 4.722, -3.041], [-1.204, 4.120, -3.629], [-5.950, -3.952, 1.031], [0.606, -1.141, 3.033], [-0.179, -4.364, 3.371], [2.642, -3.900, -0.910], [0.536, -3.156, 5.816], [0.254, 2.247, -0.702], [3.877, -1.021, -3.076], [-2.842, -0.707, -1.451], [-0.594, 0.581, -2.774], [5.275, 4.745, -3.616], [-2.343, -0.964, 2.759], [0.494, 1.117, 5.645], [1.625, -2.933, -2.965], [3.935, -1.731, -2.257], [0.591, 0.078, 3.748], [-3.661, 2.657, 2.891], [-0.986, 4.844, -2.045], [0.522, 0.163, 5.140], [-4.214, -0.547, -3.864], [-0.628, 4.055, -2.704], [-0.877, 2.660, -2.112], [0.489, -1.280, 1.752], [-3.015, 2.769, -2.361], [-2.016, -1.996, 2.733], [0.415, 4.240, -2.943], [3.408, 5.597, -3.006], [7.072, 3.641, -4.103], [1.053, 3.639, 1.110], [2.335, 3.486, -1.911], [2.759, 1.204, -1.418], [3.965, 1.199, -1.936], [0.638, -2.286, 3.862], [-4.654, -3.983, 0.780], [-3.277, 1.647, 2.858], [-3.027, 1.694, 0.749], [-4.633, -6.324, 0.868], [-3.046, -1.296, -3.782], [-3.984, -5.193, 0.701], [0.492, -1.003, 5.851], [0.367, -2.002, 7.904], [4.386, 2.355, -2.498], [3.284, -1.082, 1.587], [-3.952, -2.805, 0.602], [-4.451, 0.488, -0.655], [4.082, -2.731, -2.671], [0.742, -3.596, 3.215], [-4.752, -0.484, -4.800], [-0.663, 1.592, -3.188], [-2.448, 3.450, -0.834], [-0.114, -4.151, -0.118], [5.671, 2.411, -3.094], [2.638, -1.814, -1.437], [3.442, -0.232, 0.927], [-2.675, -1.825, -4.649], [0.647, 1.306, 3.037], [-2.578, -2.774, 0.336], [0.554, -2.248, 5.227], [2.298, -0.281, -0.474], [1.466, -2.016, -2.396], [-3.477, 1.333, 4.969], [-1.907, -1.075, 0.062], [3.827, -2.952, -0.027], [0.462, 2.350, 3.589], [-2.512, 1.695, -1.067], [0.237, 3.689, 0.397], [0.247, 1.793, -3.754], [-2.622, -5.193, 0.442], [0.370, 4.553, -0.254], [0.974, 1.290, 1.810], [-2.296, 2.641, -1.550], [3.317, 0.695, 1.480], [0.263, 0.065, 0.467], [-0.702, 3.769, 0.943], [4.450, -0.267, 0.505], [3.566, 3.514, -2.472], [-1.502, 1.600, -3.885], [-1.931, -4.005, 0.263], [-3.179, 0.901, 4.023], [-1.473, -1.991, -2.520], [1.931, 2.337, -1.416], [-2.667, -1.008, 4.869]]
}

---

2.
{
  "formula": "C30H46BrMnN3P2Se",
  "method": "wB97M-V/def2-TZVPD",
  "charge": 2,
  "homo_lumo_gap_ev": [4.9, 4.1],
  "de_lowest_kj_mol": 90.8,
  "multiplicity": 6,
  "symbols": ["H", "H", "C", "C", "H", "C", "H", "C", "H", "Mn", "C", "C", "H", "Br", "C", "H", "H", "H", "H", "H", "N", "C", "C", "H", "C", "H", "P", "C", "C", "H", "H", "H", "H", "H", "H", "H", "H", "C", "C", "H", "C", "C", "C", "H", "H", "H", "C", "H", "C", "C", "H", "H", "H", "C", "C", "C", "H", "C", "C", "H", "N", "H", "C", "C", "H", "Se", "H", "H", "H", "C", "H", "H", "H", "N", "H", "H", "H", "C", "P", "H", "H", "H", "C", "H"],
  "positions_angstrom": [[-3.300, -1.788, 0.089], [2.015, -4.005, 1.003], [3.715, 0.037, 1.248], [-0.441, -0.124, 6.221], [3.358, -0.041, -2.052], [-1.268, 4.214, -1.393], [-3.475, -0.980, -4.655], [-1.264, 2.777, -1.259], [2.978, -2.678, -0.543], [-0.931, 2.806, 0.750], [2.533, -3.453, 1.780], [0.044, 2.214, -1.093], [-1.780, -0.978, -2.735], [-0.945, -1.047, 0.978], [-1.841, 0.963, 4.474], [0.814, -2.158, 1.993], [3.523, 0.400, 2.272], [4.606, -1.258, -1.659], [-2.283, -2.319, -4.735], [3.332, 0.981, 4.488], [-0.565, 0.618, 5.049], [-0.936, 7.213, -3.523], [3.035, 0.385, 5.367], [1.198, 0.545, -1.156], [3.554, -1.096, -1.896], [3.871, 0.921, 0.616], [-2.448, -3.097, -1.773], [-2.204, 0.616, -0.640], [0.203, 0.808, -0.834], [-2.537, 1.125, 5.291], [1.581, -1.874, -1.330], [1.023, -4.468, -1.978], [-5.402, -2.879, -0.355], [-3.487, -1.006, -2.273], [4.885, -1.637, 2.001], [-1.291, -0.448, 6.787], [-0.726, 7.744, -2.600], [0.912, -0.284, 6.464], [-0.661, -3.223, -1.418], [-4.815, -3.505, 1.187], [2.582, -1.683, -0.850], [-2.411, 1.958, -0.892], [-0.057, -4.577, -1.808], [3.594, -3.433, 1.572], [3.450, -0.649, 5.281], [2.229, -1.611, 2.933], [4.894, -0.922, 1.176], [-3.403, 2.371, -1.103], [-2.692, -1.582, -2.748], [-4.626, -3.492, 0.099], [-0.553, -4.947, -2.708], [2.383, -4.011, 2.702], [-1.693, 1.862, 3.889], [-1.226, 5.051, -2.312], [-0.915, 0.099, -0.384], [-1.357, 6.083, -5.947], [5.847, -0.378, 1.220], [-1.193, 5.823, -3.523], [1.930, -2.085, 1.976], [4.898, -1.489, 0.247], [1.572, 0.354, 5.412], [-3.101, 0.004, -0.591], [-3.121, -1.908, -4.173], [0.660, 0.953, 4.533], [3.417, 0.834, 6.317], [1.052, 1.866, 2.947], [-2.525, -3.227, 0.617], [-3.928, -2.634, -4.189], [-0.217, -5.328, -1.027], [-1.390, 5.270, -4.803], [-4.636, -4.480, -0.354], [-0.497, -3.048, -0.339], [-0.151, -2.385, -1.919], [-1.129, 7.382, -5.908], [3.408, -1.623, -2.845], [-1.556, 4.211, -4.950], [-0.735, 9.004, -4.732], [-3.262, -2.863, -0.110], [2.193, -0.728, 0.681], [1.423, -0.774, 7.286], [-1.518, 5.668, -6.939], [0.927, 2.940, -1.023], [-0.922, 7.937, -4.715], [-2.226, 0.162, 3.844]]
}

---

3.
{
  "formula": "C3H5NO2S2",
  "method": "wB97M-V/def2-TZVPD",
  "homo_lumo_gap_ev": 8.4,
  "de_lowest_kj_mol": 290.8,
  "smiles": "COC(=S)N(O)C=S",
  "symbols": ["O", "H", "H", "H", "C", "C", "H", "O", "N", "S", "S", "H", "C"],
  "positions_angstrom": [[0.575, -1.535, -0.329], [-0.440, -3.282, -0.771], [0.093, -3.232, 0.866], [1.399, -3.322, -0.323], [1.147, 0.993, -0.420], [-0.491, -0.800, 0.044], [-0.630, 2.290, 0.178], [-1.091, 1.451, 0.232], [-0.081, 0.571, -0.096], [-1.915, -1.316, 0.695], [1.682, 2.592, -0.369], [1.758, 0.180, -0.749], [0.382, -2.923, -0.120]]
}

---

4.
{
  "formula": "C5H9NO",
  "method": "wB97M-V/def2-TZVPD",
  "homo_lumo_gap_ev": 10.9,
  "de_lowest_kj_mol": 114.9,
  "smiles": "[H]/N=C1/CCCCO1",
  "symbols": ["H", "C", "H", "H", "H", "H", "H", "C", "C", "H", "C", "N", "H", "H", "C", "O"],
  "positions_angstrom": [[-1.489, -0.311, -1.297], [-0.818, 1.306, -0.065], [-0.535, -0.897, 1.546], [2.563, 1.525, 0.423], [-0.861, -2.108, 0.293], [-0.885, 1.613, 0.988], [-1.326, 2.057, -0.672], [-0.527, -1.089, 0.455], [0.903, -1.069, -0.281], [-2.436, -0.053, 0.176], [-1.421, -0.069, -0.233], [2.489, 0.513, 0.390], [0.850, -1.294, -1.358], [1.602, -1.764, 0.190], [1.348, 0.303, -0.086], [0.543, 1.337, -0.470]]
}

---

Calculated E (a.u.), listed in the same order as above: -7804.42333, -8143.32645, -1118.83662, -325.89381